[1]
6 unconnected molecules or ions with the total composition C22H46O6, computed with ωB97M-V/def2-TZVPD.

Each line ends with the Löwdin charge.
CARTESIAN COORDINATES (ANGSTROEM)
C1 -3.26451 -0.71673 -5.81297  -0.15
C2 -2.09373 -0.89112 -4.83338  -0.16
C3 -2.16021 0.31263 -3.90958  -0.22
O1 -3.42902 0.90693 -4.12649  -0.17
C4 -3.86324 0.66566 -5.46052  -0.18
H1 -4.03462 -1.48244 -5.74127  0.10
H2 -2.89117 -0.74641 -6.83874  0.10
H3 -1.10545 -0.89961 -5.30281  0.11
H4 -2.13127 -1.84212 -4.30212  0.10
H5 -1.43313 1.11609 -4.07837  0.12
H6 -2.08678 0.00813 -2.86333  0.10
H7 -3.41770 1.44449 -6.08998  0.12
H8 -4.94802 0.68325 -5.47082  0.12
C5 5.51774 2.91828 1.57540  -0.17
C6 5.73616 2.45328 3.02558  -0.15
C7 6.15589 0.96940 2.83031  -0.19
O2 5.83588 0.62719 1.48767  -0.13
C8 4.98183 1.62982 0.93553  -0.21
H9 6.40284 3.28841 1.06170  0.11
H10 4.72653 3.67168 1.52804  0.11
H11 4.74540 2.53761 3.47076  0.10
H12 6.52729 3.02034 3.50810  0.11
H13 5.62859 0.45227 3.63599  0.10
H14 7.24365 0.90716 2.83354  0.12
H15 3.89462 1.59648 1.04821  0.09
H16 5.17771 1.62339 -0.13794  0.12
C9 -2.51250 2.98484 0.30178  -0.17
C10 -3.60204 2.56306 -0.67184  -0.17
C11 -3.29758 3.39334 -1.93368  -0.16
O3 -2.38532 4.42104 -1.47030  -0.15
C12 -2.41711 4.45265 -0.04510  -0.22
H17 -1.58487 2.44264 0.11757  0.10
H18 -2.78357 2.78275 1.34286  0.11
H19 -4.60183 2.73347 -0.26084  0.11
H20 -3.60800 1.48108 -0.83393  0.10
H21 -4.15684 3.81875 -2.44144  0.12
H22 -2.70822 2.74055 -2.57151  0.09
H23 -3.26271 5.07042 0.27859  0.12
H24 -1.52890 4.93960 0.36154  0.12
C13 1.82178 -1.04322 4.80022  -0.15
C14 3.04223 -1.22929 3.89876  -0.15
C15 2.71670 -0.29774 2.74760  -0.19
O4 1.30770 -0.51743 2.52754  -0.18
C16 0.70603 -0.61769 3.81764  -0.18
H25 2.03074 -0.29621 5.56542  0.11
H26 1.51331 -1.97231 5.27667  0.11
H27 3.10193 -2.26096 3.54908  0.12
H28 3.98721 -1.01809 4.39694  0.10
H29 3.16555 -0.52118 1.78300  0.12
H30 2.88496 0.75016 3.01260  0.12
H31 -0.09287 -1.35954 3.85297  0.12
H32 0.25487 0.34971 4.06168  0.12
C17 -1.30100 -4.10319 0.50922  -0.17
C18 -2.32936 -5.10003 1.00378  -0.19
C19 -3.13196 -5.32200 -0.23947  -0.21
O5 -3.36661 -3.98277 -0.71270  -0.15
C20 -2.19504 -3.21821 -0.35913  -0.20
H33 -0.54500 -4.57433 -0.11921  0.12
H34 -0.79802 -3.52543 1.27986  0.10
H35 -2.92319 -4.72194 1.84027  0.12
H36 -1.95215 -6.04570 1.41690  0.11
H37 -4.09742 -5.81501 -0.12117  0.12
H38 -2.56822 -5.87070 -1.00596  0.12
H39 -2.59290 -2.34045 0.16442  0.12
H40 -1.68103 -2.80385 -1.23117  0.10
C21 1.14352 0.69957 -0.80299  -0.07
C22 0.09506 -0.41516 -0.86771  -0.32
O6 0.58531 -1.55364 -0.18253  -0.08
H41 0.79743 1.64645 -1.22029  0.07
H42 2.01143 0.35648 -1.37041  0.08
H43 1.47209 0.80111 0.23027  0.05
H44 -0.08629 -0.73076 -1.89837  0.10
H45 -0.88407 -0.06078 -0.51460  0.10
H46 0.64151 -1.36407 0.76467  0.05

Results
Orbital gap ... 9.850 eV
Relative energy (zero: lowest compared OMol25 entry of this formula, charge and spin) ... 0.0 kJ/mol

[2]
A single C5H10O2Se molecule, computed with ωB97M-V/def2-TZVPD.

Each line ends with the natural charge from an NBO analysis.
CARTESIAN COORDINATES (ANGSTROEM)
O1 2.42236 -1.39928 0.06261  -0.72
C1 1.74894 -0.29132 -0.47594  -0.09
C2 0.23864 -0.71778 -0.41587  0.08
C3 -0.62640 0.54965 -0.89979  -0.47
C4 -1.62124 0.68716 0.21112  -0.39
Se1 -3.25384 -0.35342 -0.12740  0.05
C5 -0.87064 0.06884 1.41464  -0.09
O2 -0.34810 -1.07928 0.79028  -0.52
H1 1.72331 -1.99616 0.47109  0.48
H2 1.86108 0.52714 0.26460  0.15
H3 2.14209 -0.02634 -1.42774  0.19
H4 0.14321 -1.59011 -1.07131  0.19
H5 -1.04692 0.28577 -1.87276  0.23
H6 0.10212 1.32190 -1.03345  0.22
H7 -1.93746 1.79059 0.26863  0.24
H8 -4.00545 -0.03222 1.12297  0.08
H9 -0.00061 0.67291 1.81866  0.18
H10 -1.51688 -0.28957 2.18066  0.21

Results
Orbital gap ... 9.568 eV
Relative energy (zero: lowest compared OMol25 entry of this formula, charge and spin) ... 103.2 kJ/mol

[3]
A molecular structure, C10H24N4O7Zn, computed with ωB97M-V/def2-TZVPD.

Each line ends with the natural charge from an NBO analysis.
CARTESIAN COORDINATES (ANGSTROEM)
O1 0.00167 0.42928 -2.96541  -0.73
H1 -0.19436 0.18212 -3.88672  0.48
Zn1 0.03531 -0.11970 -0.19503  1.64
N1 -0.20863 1.73537 0.60149  -0.30
N2 1.60653 0.85303 -0.94116  -0.24
N3 -1.39213 -0.94015 0.90887  -0.25
N4 -0.17991 -1.87077 -1.07721  -0.25
O2 -1.10893 2.04392 1.49072  -0.69
O3 -1.87915 -0.39681 2.05851  -0.55
O4 0.79947 -2.36449 -1.93050  -0.55
O5 2.52362 0.16560 -1.52342  -0.68
C1 1.78673 2.12298 -0.57289  0.09
C2 0.84855 2.56610 0.43382  0.16
C3 -1.61697 -2.24035 0.70182  0.20
C4 -0.97312 -2.75578 -0.49011  0.22
C5 1.11655 3.59872 1.47058  -0.67
H2 1.37048 3.09506 2.42352  0.23
H3 0.20272 4.18573 1.63847  0.25
H4 1.95759 4.24881 1.19476  0.21
C6 3.01203 2.80417 -1.07485  -0.66
H5 2.97968 2.94100 -2.16915  0.24
H6 3.88943 2.18923 -0.82121  0.23
H7 3.11781 3.78343 -0.60639  0.21
C7 -2.24666 -3.09637 1.73162  -0.69
C8 -1.04217 -4.17004 -0.94104  -0.68
H8 -2.75553 -2.47768 2.47416  0.27
H9 -1.47194 -3.68075 2.25164  0.24
H10 -2.94840 -3.80189 1.27848  0.23
H11 -0.42622 -4.31705 -1.83771  0.26
H12 -2.08560 -4.43977 -1.15108  0.24
H13 -0.69059 -4.83810 -0.14355  0.24
H14 -1.64974 0.60166 1.92725  0.51
H15 1.43768 -1.60249 -2.04014  0.53
C9 -1.27185 0.79700 -2.34791  -0.31
H16 -1.11173 1.54684 -1.55619  0.22
H17 -1.74561 -0.11578 -1.93777  0.16
H18 -1.94676 1.25167 -3.09653  0.19
O6 -3.97489 2.77826 0.52616  -0.96
H19 -4.24770 1.96969 0.07084  0.45
H20 -3.08777 2.49913 0.86017  0.49
C10 2.24101 -0.82223 1.92813  -0.25
O7 1.80668 -1.16367 0.62244  -0.82
H21 1.34656 -0.70572 2.55686  0.19
H22 2.83237 0.10280 1.87847  0.18
H23 2.86331 -1.62391 2.34165  0.17
H24 2.48061 -0.94809 -0.06442  0.52

Results
Orbital gap (spin up / spin down) ... 5.702 / 5.700 eV
Relative energy (zero: lowest compared OMol25 entry of this formula, charge and spin) ... 0.0 kJ/mol